No. 1
{
  "formula": "C69H82BrFIN4O3S",
  "method": "the ωB97M-V functional and the def2-TZVPD basis",
  "symbols": ["C", "C", "O", "C", "C", "C", "C", "C", "N", "C", "N", "C", "S", "O", "O", "F", "N", "C", "C", "C", "I", "N", "C", "Br", "C", "C", "H", "H", "H", "H", "H", "H", "H", "H", "H", "H", "H", "H", "H", "H", "H", "H", "H", "H", "H", "H", "H", "H", "H", "H", "H", "H", "H", "H", "C", "C", "C", "C", "C", "C", "H", "H", "H", "H", "H", "H", "C", "C", "C", "C", "C", "C", "H", "H", "H", "H", "H", "H", "C", "C", "C", "C", "C", "C", "H", "H", "H", "H", "H", "H", "C", "C", "C", "C", "C", "C", "H", "H", "H", "H", "H", "H", "C", "C", "C", "C", "C", "C", "H", "H", "H", "H", "H", "H", "C", "C", "C", "C", "C", "C", "H", "H", "H", "H", "H", "H", "C", "C", "C", "C", "C", "C", "H", "H", "H", "H", "H", "H", "C", "C", "C", "C", "C", "C", "H", "H", "H", "H", "H", "H", "C", "C", "C", "C", "C", "C", "H", "H", "H", "H", "H", "H"],
  "coordinates": [[4.4103, -2.6678, 1.9272], [3.4794, -1.5340, 1.5667], [4.0059, -0.7881, 0.4664], [3.5853, 0.5542, 0.4841], [2.1240, 0.6994, 0.1195], [1.7455, 2.1680, -0.1584], [0.7343, 2.6927, 0.8701], [-0.6966, 2.2781, 0.5071], [-1.1755, 1.0830, 1.2100], [-1.4799, -0.0125, 0.5361], [-1.8578, -1.1734, 1.0985], [-2.0669, -1.9751, 0.0683], [-2.6657, -3.6329, 0.3144], [-2.0787, -4.1487, 1.4859], [-2.7071, -4.2894, -0.9376], [-4.1049, -3.1305, 0.6601], [-1.8357, -1.4216, -1.1107], [-1.9276, -1.8466, -2.5063], [-3.0510, -1.1451, -3.2788], [-4.3074, -0.8987, -2.4428], [-6.0066, -0.6018, -3.6542], [-1.4379, -0.1496, -0.8061], [-1.3009, 1.0039, 2.6671], [0.2781, 0.1302, 3.4174], [-1.6840, 2.3282, 3.3370], [-0.6487, 3.0576, 4.1965], [4.1207, -3.0738, 2.8985], [4.3306, -3.4862, 1.2131], [5.4509, -2.3620, 1.9997], [2.5067, -1.9487, 1.2819], [3.3439, -0.8597, 2.4181], [3.8034, 0.9992, 1.4658], [4.1952, 1.0977, -0.2331], [1.9572, 0.0901, -0.7718], [1.5093, 0.3073, 0.9297], [2.6576, 2.7607, -0.0570], [1.3864, 2.3040, -1.1777], [1.0161, 2.2897, 1.8380], [0.7828, 3.7792, 0.9359], [-0.7049, 2.0673, -0.5594], [-1.4031, 3.0929, 0.6547], [-2.0453, -2.9207, -2.5168], [-0.9627, -1.6125, -2.9566], [-2.6926, -0.1913, -3.6663], [-3.3084, -1.7662, -4.1332], [-4.5177, -1.7312, -1.7739], [-4.1965, -0.0138, -1.8194], [-1.2118, 0.5035, -1.5366], [-2.0847, 0.2821, 2.8587], [-2.5337, 2.0879, 3.9750], [-2.0657, 3.0148, 2.5853], [0.3589, 3.0052, 3.7963], [-0.6415, 2.6827, 5.2167], [-0.9161, 4.1126, 4.2516], [-3.6000, -0.4184, 5.1147], [-3.6318, -1.3440, 4.0799], [-4.8447, -1.8778, 3.6634], [-6.0252, -1.4895, 4.2797], [-5.9928, -0.5606, 5.3107], [-4.7818, -0.0259, 5.7291], [-2.6533, -0.0145, 5.4558], [-2.7109, -1.6674, 3.6087], [-4.8626, -2.6149, 2.8769], [-6.9690, -1.9110, 3.9577], [-6.9137, -0.2550, 5.7903], [-4.7591, 0.6909, 6.5394], [3.0347, -7.5761, -0.3701], [1.7536, -7.4717, 0.1537], [1.0663, -6.2691, 0.0714], [1.6606, -5.1741, -0.5403], [2.9416, -5.2781, -1.0662], [3.6303, -6.4791, -0.9772], [3.5706, -8.5136, -0.3035], [1.2910, -8.3279, 0.6264], [0.0687, -6.1870, 0.4843], [1.1234, -4.2344, -0.6071], [3.4022, -4.4213, -1.5416], [4.6307, -6.5600, -1.3815], [3.2965, -1.3924, -4.7742], [3.0905, -1.8676, -6.0622], [2.3495, -3.0235, -6.2671], [1.8160, -3.7084, -5.1846], [2.0245, -3.2350, -3.8970], [2.7639, -2.0771, -3.6903], [3.8840, -0.4965, -4.6163], [3.5133, -1.3402, -6.9057], [2.1976, -3.3969, -7.2714], [1.2485, -4.6162, -5.3429], [1.6191, -3.7744, -3.0509], [2.9404, -1.7180, -2.6823], [4.3562, -1.1258, 5.4315], [3.0142, -1.4699, 5.3518], [2.5037, -2.4873, 6.1447], [3.3395, -3.1611, 7.0240], [4.6819, -2.8180, 7.1062], [5.1913, -1.8018, 6.3095], [4.7531, -0.3320, 4.8105], [2.3630, -0.9443, 4.6647], [1.4571, -2.7561, 6.0771], [2.9447, -3.9540, 7.6453], [5.3324, -3.3433, 7.7927], [6.2385, -1.5372, 6.3730], [-8.1502, -5.3934, 6.6406], [-6.9832, -4.9228, 6.0557], [-6.8435, -4.9457, 4.6752], [-7.8709, -5.4325, 3.8790], [-9.0388, -5.9016, 4.4645], [-9.1771, -5.8837, 5.8452], [-8.2599, -5.3789, 7.7171], [-6.1833, -4.5367, 6.6744], [-5.9311, -4.5812, 4.2208], [-7.7632, -5.4471, 2.8016], [-9.8407, -6.2814, 3.8452], [-10.0857, -6.2530, 6.3022], [6.1495, 3.5524, -1.5333], [5.2358, 3.1808, -2.5109], [4.8552, 4.0958, -3.4858], [5.3991, 5.3723, -3.4880], [6.3184, 5.7378, -2.5153], [6.6908, 4.8304, -1.5339], [6.4441, 2.8430, -0.7697], [4.8208, 2.1797, -2.5090], [4.1361, 3.8201, -4.2468], [5.1061, 6.0833, -4.2501], [6.7426, 6.7335, -2.5209], [7.4027, 5.1177, -0.7716], [7.4070, 7.9048, -5.5950], [6.4873, 7.5367, -6.5671], [6.1053, 8.4466, -7.5428], [6.6482, 9.7238, -7.5496], [7.5699, 10.0914, -6.5793], [7.9480, 9.1828, -5.6007], [7.7048, 7.1942, -4.8343], [6.0689, 6.5376, -6.5657], [5.3856, 8.1608, -8.2991], [6.3537, 10.4328, -8.3122], [7.9946, 11.0866, -6.5865], [8.6653, 9.4707, -4.8431], [-9.9736, 0.0292, 4.5535], [-11.2752, 0.2923, 4.9563], [-11.8975, 1.4695, 4.5656], [-11.2202, 2.3819, 3.7686], [-9.9191, 2.1181, 3.3641], [-9.2950, 0.9431, 3.7591], [-9.4893, -0.8904, 4.8594], [-11.8050, -0.4210, 5.5741], [-12.9112, 1.6761, 4.8825], [-11.7070, 3.2985, 3.4625], [-9.3917, 2.8293, 2.7415], [-8.2781, 0.7383, 3.4469], [2.7615, 3.1994, -9.4353], [3.6715, 3.8866, -8.6445], [3.8117, 3.5596, -7.3032], [3.0438, 2.5423, -6.7542], [2.1339, 1.8540, -7.5451], [1.9916, 2.1840, -8.8856], [2.6531, 3.4546, -10.4812], [4.2738, 4.6761, -9.0746], [4.5207, 4.0986, -6.6868], [3.1567, 2.2820, -5.7087], [1.5372, 1.0589, -7.1182], [1.2820, 1.6487, -9.5030]],
  "spin_multiplicity": 1,
  "e_homo_ha": -0.3891,
  "lumo_energy_ev": -3.60,
  "total_charge": 1
}

---

No. 2
{
  "formula": "C16H14BCrF5N6S",
  "method": "the ωB97M-V functional and the def2-TZVPD basis",
  "symbols": ["H", "N", "B", "N", "C", "Cr", "H", "C", "H", "C", "H", "C", "H", "H", "H", "N", "N", "N", "N", "C", "C", "H", "H", "C", "C", "C", "C", "H", "H", "H", "H", "H", "F", "C", "C", "F", "C", "F", "C", "S", "C", "F", "C", "F"],
  "coordinates": [[-2.1909, -1.2909, -1.4791], [-0.4321, -0.1349, -1.6562], [1.6340, 0.9872, -2.6247], [0.2150, 0.4198, -2.7488], [-0.4942, 0.2078, -3.8592], [0.4013, -0.0017, 0.1434], [-0.1125, 0.5911, -4.7897], [-1.6335, -0.5150, -3.5109], [-2.4273, -0.8083, -4.1680], [-1.5385, -0.7413, -2.1279], [2.0693, 1.3538, -3.6791], [1.2534, -0.8310, 2.1750], [0.5274, -1.1726, 2.9115], [1.3481, 0.2626, 2.2523], [2.2368, -1.2083, 2.4649], [2.4567, -0.1234, -1.9369], [1.5400, 2.0921, -1.5733], [2.0237, -0.6683, -0.7343], [1.0214, 1.8285, -0.3108], [3.5346, -0.7892, -2.3574], [1.8978, 3.3728, -1.6785], [3.9663, -0.4990, -3.3022], [2.2855, 3.7192, -2.6278], [3.8402, -1.7718, -1.4150], [1.6590, 3.9815, -0.4475], [2.8700, -1.6744, -0.4220], [1.1053, 2.9896, 0.3807], [4.6644, -2.4624, -1.4358], [1.8476, 5.0042, -0.1932], [2.7092, -2.2373, 0.4818], [0.7246, 3.0398, 1.3889], [1.0115, -1.2818, 1.1500], [-5.4467, -2.2776, 4.1944], [-4.3841, -1.7036, 3.6007], [-4.2974, -1.6737, 2.2050], [-5.2603, -2.2400, 1.4511], [-3.2551, -0.9923, 1.6007], [-3.2657, -0.8719, 0.2509], [-2.2592, -0.3351, 2.3583], [-1.1730, 0.7855, 1.6308], [-2.3372, -0.4252, 3.7760], [-1.4239, 0.2372, 4.5386], [-3.3959, -1.0866, 4.3880], [-3.5154, -1.0551, 5.7357]],
  "spin_multiplicity": 5,
  "s_squared": 6.02,
  "e_homo_ha": [-0.2720, -0.2913],
  "lumo_energy_ev": [0.40, 0.27]
}

---

No. 3
{
  "formula": "C6H11N5S",
  "method": "the ωB97M-V functional and the def2-TZVPD basis",
  "symbols": ["C", "N", "N", "N", "N", "C", "C", "C", "C", "C", "N", "S", "H", "H", "H", "H", "H", "H", "H", "H", "H", "H", "H"],
  "coordinates": [[-2.2551, -1.1986, -0.0066], [-1.9329, 0.1697, -0.1756], [-2.7564, 1.2019, -0.4294], [-2.0159, 2.2089, -0.5190], [-0.6924, 1.9579, -0.4217], [-0.6156, 0.6433, -0.1318], [0.6345, -0.1336, 0.0023], [0.7322, -0.9645, 1.2681], [0.6613, -0.9243, -1.3051], [2.0309, 0.8398, 0.1378], [1.7673, 2.0134, 0.6271], [3.6162, 0.3765, -0.1156], [-1.4594, -1.6322, 0.6049], [-3.2925, -1.3657, 0.4357], [-2.2564, -1.7312, -0.9709], [0.1771, -1.8424, 1.5106], [1.7171, -1.2425, 1.3928], [0.5972, -0.2269, 2.1671], [0.2236, -1.9614, -1.1598], [0.1773, -0.2895, -2.1017], [1.6038, -1.0277, -1.7901], [0.8688, 2.4577, 0.3232], [2.4693, 2.6714, 0.6579]],
  "spin_multiplicity": 1,
  "e_homo_ha": -0.3143,
  "lumo_energy_ev": 0.52
}

---

No. 4
{
  "formula": "C26H47ClN8O5PS",
  "method": "the ωB97M-V functional and the def2-TZVPD basis",
  "symbols": ["O", "P", "O", "S", "N", "C", "N", "C", "C", "C", "C", "C", "N", "N", "C", "C", "C", "Cl", "C", "C", "C", "C", "N", "C", "C", "C", "C", "H", "H", "H", "H", "H", "H", "H", "H", "H", "H", "H", "H", "H", "H", "H", "H", "H", "H", "H", "H", "H", "H", "H", "H", "H", "H", "C", "C", "O", "N", "C", "H", "H", "H", "H", "H", "H", "H", "C", "C", "O", "N", "C", "H", "H", "H", "H", "H", "H", "H", "C", "C", "O", "N", "C", "H", "H", "H", "H", "H", "H", "H"],
  "coordinates": [[4.0077, 0.4809, 0.4697], [3.8723, -1.0791, 0.6792], [2.8349, -1.5507, -0.4243], [5.5437, -2.0128, 0.7102], [2.9877, -1.4327, 2.1295], [1.9481, -0.6982, 2.6297], [0.9745, -1.3593, 3.2264], [-0.1482, -0.7767, 3.9218], [-1.4227, -1.1112, 3.5151], [-2.4923, -0.5595, 4.2041], [-2.2168, 0.2907, 5.2617], [-0.8933, 0.5398, 5.5864], [0.1376, 0.0065, 4.9401], [2.0562, 0.6624, 2.6014], [2.6999, 1.2600, 3.8038], [4.2267, 1.3991, 3.6708], [4.9378, 0.9580, 4.9406], [4.4401, 1.8978, 6.3551], [1.0312, 1.4795, 1.9265], [0.6282, 1.0314, 0.5260], [-0.5533, 0.0622, 0.5023], [-0.9925, -0.3398, -0.9200], [-0.9115, -1.7765, -1.0986], [-1.7236, -2.6670, -0.4641], [-1.3445, -3.9259, -0.8227], [-0.2675, -3.8009, -1.7287], [-0.0340, -2.4682, -1.8806], [4.8914, 0.7552, 0.7653], [3.0798, -1.1502, -1.2732], [2.7315, -2.4167, 2.0505], [1.0011, -2.3714, 3.2297], [-1.5813, -1.7801, 2.6798], [-3.5083, -0.7956, 3.9225], [-3.0157, 0.7385, 5.8352], [-0.6591, 1.2017, 6.4104], [2.2458, 2.2339, 3.9633], [2.5033, 0.6480, 4.6825], [4.6013, 0.7327, 2.8957], [4.5209, 2.4153, 3.4106], [4.7350, -0.1000, 5.1151], [6.0147, 1.0373, 4.8078], [1.4465, 2.4846, 1.8698], [0.1239, 1.5751, 2.5375], [1.4669, 0.6535, -0.0594], [0.2916, 1.9372, 0.0141], [-0.3112, -0.8522, 1.0378], [-1.3935, 0.5759, 0.9727], [-0.3677, 0.1531, -1.6640], [-2.0239, -0.0274, -1.0834], [-2.5359, -2.4055, 0.1945], [-1.7914, -4.8421, -0.4740], [0.2801, -4.5900, -2.2150], [0.6885, -1.9282, -2.4689], [6.4552, 4.3614, 0.4181], [7.2120, 3.3266, 1.2201], [7.0386, 3.1886, 2.4221], [8.1028, 2.5480, 0.5542], [8.4437, 2.5721, -0.8573], [5.7935, 4.8953, 1.0929], [7.1394, 5.0749, -0.0408], [5.8601, 3.8917, -0.3667], [8.5792, 1.8843, 1.1455], [8.2370, 1.6038, -1.3154], [9.5036, 2.7919, -0.9877], [7.8677, 3.3316, -1.3746], [-5.6783, 2.9616, -2.3938], [-4.5842, 1.9338, -2.2253], [-4.0525, 1.7425, -1.1351], [-4.2162, 1.2350, -3.3199], [-4.7364, 1.3286, -4.6774], [-5.8553, 3.4309, -1.4314], [-5.3851, 3.7267, -3.1127], [-6.6015, 2.4930, -2.7351], [-3.4872, 0.5611, -3.1487], [-5.1351, 0.3603, -4.9794], [-3.9312, 1.6034, -5.3609], [-5.5153, 2.0813, -4.7346], [-6.7070, -3.1242, -3.8678], [-6.2831, -2.6034, -5.2209], [-5.5030, -1.6668, -5.3345], [-6.7973, -3.2099, -6.3158], [-7.7264, -4.3231, -6.3755], [-6.2083, -2.5332, -3.1060], [-7.7856, -3.0337, -3.7366], [-6.4225, -4.1698, -3.7473], [-6.4741, -2.8147, -7.1850], [-7.2789, -5.1621, -6.9095], [-8.6367, -4.0295, -6.8994], [-7.9922, -4.6505, -5.3766]],
  "relative_energy_kcal_mol": 0.00,
  "spin_multiplicity": 1,
  "e_homo_ha": -0.3862,
  "lumo_energy_ev": -3.14,
  "total_charge": 1
}